180
Properties=species:S:1:pos:R:3:forces:R:3:mulliken_charge:R:1 method="wB97M-V/def2-TZVPD" gap_ha=0.3405 energy_ev=-135307.97327 lumo_ev=0.468 charge=0 e_above_lowest_kcal_mol=0.0
F -6.74125 1.30154 -4.63806 0.0 -0.3 -0.3 -0.359
C -5.99495 1.48166 -3.54531 0.4 0.2 1.1 0.168
C -5.58291 2.75328 -3.22326 -0.2 0.4 -0.1 -0.765
C -4.85907 2.97563 -2.05210 -0.1 -0.1 -0.7 -0.505
C -4.56704 1.93893 -1.18207 0.1 0.2 -0.3 -0.099
C -5.00935 0.64771 -1.50181 0.3 0.9 0.3 -0.180
C -5.68144 0.43646 -2.68864 -0.3 -0.9 -0.5 -0.581
H -5.86861 3.55862 -3.89018 0.1 0.1 0.1 0.502
H -4.48553 3.97479 -1.87803 -0.1 0.0 0.2 0.291
H -3.94343 2.22830 -0.34351 -0.2 -0.6 0.3 0.631
H -4.85638 -0.18049 -0.82406 0.2 0.0 0.0 0.395
H -5.92510 -0.58553 -2.95881 -0.3 0.1 -0.1 0.481
F 4.86661 -7.06018 -1.47368 0.2 -0.2 0.0 -0.376
C 3.76250 -6.35550 -1.19350 -1.1 -0.1 -0.8 0.078
C 2.64979 -6.46698 -2.03102 0.4 0.1 -0.4 -0.668
C 1.52257 -5.70561 -1.78227 0.0 0.0 0.6 -0.842
C 1.45501 -4.95269 -0.61023 0.2 0.5 -0.3 0.004
C 2.55151 -4.87409 0.24041 -0.7 -0.9 -0.5 0.157
C 3.71553 -5.57804 -0.08092 -0.2 0.4 1.7 -0.072
H 2.67029 -7.11971 -2.89442 0.2 0.0 0.0 0.449
H 0.68353 -5.72848 -2.46423 0.0 -0.1 0.0 0.458
H 0.57060 -4.37216 -0.37093 0.0 -0.2 -0.1 0.433
H 2.39025 -4.39765 1.19904 0.5 0.1 -0.2 0.080
H 4.46735 -5.62362 0.69861 0.3 0.0 -0.8 0.162
F 4.73556 -0.16110 2.70477 -0.2 0.3 0.0 -0.193
C 5.28127 0.84074 1.97741 0.6 -0.2 -0.6 0.005
C 5.29630 0.73916 0.59201 -0.2 0.1 0.2 0.126
C 5.89558 1.75254 -0.13756 -0.1 0.1 0.1 -0.395
C 6.48474 2.82825 0.51274 0.4 0.1 0.3 -0.647
C 6.52332 2.87398 1.90294 -0.5 -0.1 -0.2 -0.679
C 5.89607 1.87739 2.64415 -0.3 0.1 0.1 -0.670
H 4.79474 -0.06199 0.06663 0.0 -0.2 0.2 0.539
H 5.87222 1.70645 -1.21931 0.0 0.0 0.0 0.500
H 6.93419 3.64409 -0.03801 0.0 -0.1 -0.1 0.441
H 6.98385 3.70914 2.41233 0.0 0.0 0.0 0.398
H 5.79548 1.92658 3.72098 0.3 0.0 0.0 0.471
F 5.81040 -2.91961 2.27039 -0.2 0.0 -0.1 -0.404
C 4.71664 -3.59596 2.67085 0.1 0.2 0.2 0.736
C 4.79598 -4.96794 2.75649 -0.2 0.2 0.8 -1.167
C 3.69247 -5.63540 3.27779 0.3 -0.5 0.1 -0.139
C 2.51101 -4.99526 3.61808 1.0 0.0 -0.3 -0.713
C 2.46812 -3.60867 3.47923 -0.7 -0.4 -0.1 -0.601
C 3.57142 -2.89615 3.03308 0.2 -0.1 -0.1 -0.550
H 5.71910 -5.47309 2.50996 0.0 0.0 0.0 0.589
H 3.75570 -6.70602 3.43970 0.0 0.0 -0.2 0.337
H 1.71754 -5.65848 3.93169 -0.4 0.5 0.1 0.419
H 1.50463 -3.12701 3.60325 0.2 0.3 0.3 0.670
H 3.57871 -1.81795 2.95065 -0.1 -0.2 0.0 0.941
F -2.50348 0.03151 2.19510 0.1 0.1 -0.3 0.172
C -3.73488 -0.46883 2.41624 0.3 0.1 0.7 0.264
C -4.22167 -1.48023 1.62271 0.0 -0.6 -0.6 0.874
C -5.45792 -2.05282 1.89278 -0.2 0.3 0.6 -0.796
C -6.19260 -1.60348 2.98601 0.4 0.8 0.0 -0.991
C -5.64377 -0.60538 3.80671 -0.4 -0.2 -0.6 -0.586
C -4.40981 -0.01612 3.52919 -1.3 -0.3 0.3 -0.753
H -3.64909 -1.88007 0.79469 0.2 0.2 0.1 -0.018
H -5.83785 -2.86108 1.28260 0.0 0.1 -0.2 0.491
H -7.22140 -1.89869 3.13568 0.1 -0.4 0.2 0.429
H -6.24117 -0.23847 4.63067 0.1 0.0 0.1 0.444
H -4.12278 0.80072 4.17634 0.6 0.0 -0.2 0.405
F -3.94058 3.58417 4.01074 0.2 0.0 0.3 -0.346
C -3.67837 4.09855 2.79925 -0.5 0.3 -1.2 0.045
C -2.41944 4.02443 2.25196 0.6 -0.8 0.2 0.384
C -2.18680 4.48730 0.95725 -1.2 0.2 0.7 0.139
C -3.24937 5.09952 0.29452 0.4 -0.3 -0.9 -0.806
C -4.53763 5.18409 0.82751 1.0 -0.4 0.1 -0.723
C -4.74195 4.63725 2.08151 -0.2 0.6 1.0 -0.425
H -1.65474 3.49352 2.81072 0.1 0.2 0.0 -0.084
H -1.21762 4.35584 0.50120 0.0 0.1 -0.1 0.449
H -3.05621 5.40545 -0.72830 -0.1 0.3 0.1 0.504
H -5.32477 5.63879 0.24603 -0.2 0.0 0.1 0.425
H -5.67041 4.75011 2.63059 -0.2 -0.2 -0.3 0.459
F 4.50508 6.26798 0.85312 0.1 -0.5 0.1 -0.334
C 3.24209 6.20803 1.31740 -0.8 0.7 -0.3 0.295
C 2.59283 5.01121 1.55326 0.6 -1.3 0.4 -0.423
C 1.29242 5.00432 2.01343 -0.7 1.5 0.7 0.196
C 0.62191 6.21691 2.15605 0.0 -0.4 -0.2 -0.822
C 1.25022 7.41844 1.85080 -0.4 -0.4 0.6 -0.694
C 2.58372 7.42334 1.47208 -0.1 0.0 -0.1 -0.562
H 3.07172 4.03715 1.50439 0.5 0.3 -0.3 0.664
H 0.75778 4.17411 2.45817 0.5 -0.6 -0.6 0.408
H -0.39784 6.15253 2.51387 0.0 0.4 0.0 0.454
H 0.67506 8.31956 2.01964 0.3 0.2 -0.2 0.380
H 3.10185 8.35695 1.30294 0.1 -0.1 -0.1 0.445
F 1.76870 4.64468 6.17269 -0.2 0.3 -0.1 -0.366
C 1.03097 3.68268 5.59103 0.7 -0.9 -0.1 0.285
C 1.68527 2.77912 4.76109 -0.1 -0.3 0.1 -0.529
C 0.95976 1.70607 4.25423 -1.1 0.1 0.3 -0.342
C -0.41649 1.60603 4.54020 -0.2 -0.3 -0.1 -0.426
C -1.05329 2.51373 5.36775 0.9 0.1 0.3 -0.470
C -0.28496 3.51789 5.93071 -0.8 1.4 0.1 -0.526
H 2.74602 2.89469 4.58296 0.0 0.0 -0.1 0.635
H 1.39576 0.89391 3.69104 0.3 0.2 -0.2 0.483
H -1.04570 0.81762 4.14232 0.4 -0.2 -0.2 0.392
H -2.08526 2.44759 5.67880 -0.1 -0.2 -0.3 0.479
H -0.76741 4.28450 6.52999 0.2 -0.2 0.2 0.394
F -0.11655 -4.32937 1.83342 -0.2 -0.1 -0.3 0.251
C -1.12530 -4.30090 2.72136 -0.2 0.5 1.1 -0.203
C -1.67068 -5.48114 3.18511 -0.3 -0.5 -0.4 -0.403
C -2.62573 -5.46464 4.20030 0.7 0.6 0.5 -0.687
C -2.99624 -4.24856 4.76870 0.4 -0.1 0.0 -0.880
C -2.43828 -3.06715 4.29027 -0.3 -0.2 0.0 -0.583
C -1.49162 -3.07784 3.27852 -0.2 -0.1 -0.4 0.548
H -1.39511 -6.42425 2.72908 0.2 0.0 0.1 0.462
H -2.90342 -6.38587 4.69373 -0.3 -0.1 -0.4 0.412
H -3.62281 -4.21579 5.64981 -0.2 -0.1 -0.1 0.420
H -2.76053 -2.12966 4.72311 0.1 0.1 0.0 0.505
H -1.09972 -2.14524 2.89209 0.2 -0.1 0.0 0.209
F -2.13270 -3.43434 -0.46098 -0.2 0.2 0.4 0.286
C -3.02340 -4.44591 -0.61386 0.6 -0.2 0.0 0.554
C -4.28179 -4.15554 -1.09666 -0.3 0.0 0.0 -0.535
C -5.10929 -5.21257 -1.46855 0.7 -0.4 0.6 -1.043
C -4.65896 -6.52318 -1.25303 -0.5 0.3 -0.6 -0.686
C -3.40505 -6.77988 -0.72586 0.0 0.4 0.5 -1.002
C -2.57233 -5.72072 -0.35542 -0.4 -0.8 -0.5 -0.303
H -4.58846 -3.11653 -1.10295 0.0 0.0 -0.5 0.716
H -6.08387 -5.05491 -1.90559 -0.1 0.2 0.1 0.495
H -5.32511 -7.32784 -1.53590 0.1 -0.1 0.0 0.398
H -3.06240 -7.79261 -0.56511 -0.1 0.0 0.0 0.476
H -1.59594 -5.95171 0.04725 0.1 0.4 -0.1 0.696
F -1.46117 -4.38407 -3.19383 -0.2 -0.3 -0.3 -0.145
C -1.93141 -3.26976 -3.78360 0.4 1.2 0.0 -0.562
C -2.91928 -3.29813 -4.75110 0.1 -0.7 0.7 -0.691
C -3.39648 -2.09664 -5.25491 0.1 -0.5 -0.1 -0.516
C -2.79587 -0.89935 -4.91016 -1.0 0.0 0.2 -0.797
C -1.79985 -0.88413 -3.94451 0.0 0.4 -0.1 -0.298
C -1.36716 -2.06283 -3.36943 -0.1 -0.5 0.0 0.555
H -3.33105 -4.26216 -5.02408 -0.1 0.1 -0.1 0.480
H -4.27824 -2.14156 -5.88190 0.2 0.2 -0.2 0.405
H -3.26691 -0.00147 -5.29227 0.4 0.2 0.0 0.557
H -1.39886 0.06991 -3.62125 0.1 -0.1 0.0 0.605
H -0.61198 -2.07691 -2.59534 0.0 0.0 0.0 0.353
F 5.70600 2.85268 -5.31976 0.0 0.2 -0.3 -0.370
C 5.06899 3.37415 -4.25214 0.0 -0.3 0.4 0.122
C 5.66202 4.38779 -3.53140 0.2 -0.3 0.2 -0.841
C 5.01609 4.82561 -2.37921 0.2 0.3 -0.4 -0.208
C 3.82866 4.25240 -1.96524 0.2 0.2 -0.3 -0.672
C 3.26751 3.20290 -2.69708 -0.1 0.8 0.2 0.176
C 3.86683 2.79656 -3.88381 -0.1 0.1 0.1 -0.273
H 6.63693 4.75298 -3.82502 -0.1 0.1 -0.1 0.449
H 5.41827 5.66999 -1.83347 0.1 -0.1 0.1 0.484
H 3.35473 4.73796 -1.12284 -0.3 -0.5 0.2 0.077
H 2.32843 2.81054 -2.33633 0.0 -0.3 -0.3 0.338
H 3.42577 2.08343 -4.56721 0.0 -0.2 0.3 0.656
F 0.36451 2.18843 -3.40515 0.2 0.0 0.4 0.261
C -0.33591 2.88098 -4.30751 -1.4 0.0 -0.9 0.050
C -1.64409 3.28570 -4.04283 0.5 0.2 0.7 0.219
C -2.41097 3.90242 -5.02222 0.4 -1.0 -0.3 -0.622
C -1.91537 3.98179 -6.33169 -0.6 -0.1 0.4 -0.556
C -0.61699 3.57207 -6.59604 -0.5 0.2 0.3 -0.705
C 0.15297 3.02775 -5.58203 1.1 0.1 -0.5 -0.292
H -2.06755 3.12066 -3.05815 0.1 0.0 0.0 0.328
H -3.43239 4.10800 -4.73456 -0.1 0.3 -0.4 0.327
H -2.59288 4.22120 -7.14061 0.1 0.4 0.0 0.369
H -0.20589 3.66444 -7.59090 0.0 -0.1 0.0 0.421
H 1.16173 2.72590 -5.84250 0.0 -0.1 0.3 0.297
F 2.49731 1.43648 1.13614 0.1 0.2 0.0 -0.219
C 1.41428 0.78848 0.66164 0.1 0.1 0.1 0.231
C 0.49133 1.50260 -0.08194 0.0 0.3 0.2 -0.527
C -0.64041 0.84624 -0.51899 -0.5 -0.7 1.0 -0.551
C -0.83420 -0.47069 -0.11380 0.0 -0.2 -0.6 -0.203
C 0.13311 -1.19394 0.59012 -1.2 0.5 -0.7 0.718
C 1.28348 -0.54867 0.99278 0.1 -0.3 -0.1 0.219
H 0.55611 2.57719 -0.20535 0.5 -0.1 -0.1 0.704
H -1.47207 1.36905 -0.97469 0.2 0.1 -0.3 0.398
H -1.76057 -0.96619 -0.37631 0.0 0.0 -0.1 0.269
H -0.13802 -2.22708 0.76637 0.6 0.0 0.3 -0.405
H 2.06050 -1.08188 1.52716 0.1 0.2 0.0 -0.547
F 5.42796 -2.80488 -0.79382 0.1 -0.1 0.4 -0.323
C 4.66249 -2.11858 -1.64041 -1.3 0.6 -0.9 -0.480
C 3.28534 -2.01907 -1.46309 -0.2 -0.7 0.9 1.266
C 2.49405 -1.38161 -2.39241 0.6 0.3 -1.2 -0.657
C 3.10389 -0.84480 -3.52026 -0.1 0.7 -0.2 -0.661
C 4.48215 -0.87491 -3.69618 -1.0 -0.3 0.1 -0.916
C 5.24140 -1.52488 -2.74364 1.3 -0.2 0.1 -0.262
H 2.78058 -2.48874 -0.63008 0.3 -0.1 0.2 0.391
H 1.41494 -1.33562 -2.36199 0.0 -0.1 0.6 0.149
H 2.50924 -0.31687 -4.25866 -0.1 -0.2 0.0 0.565
H 4.85133 -0.46308 -4.62459 0.5 0.1 0.2 0.494
H 6.32048 -1.62670 -2.81775 -0.1 0.1 -0.2 0.431